[1]
{"formula": "C20H23FN2O3S", "method": "wB97M-V/def2-TZVPD", "lumo_energy_ev": 0.499, "homo_ev": -8.1, "smiles": "Cc1ccc(S(=O)(=O)CCC(=O)N2CCN(c3ccccc3F)CC2)cc1", "fmax_ev_per_a": 1.0, "gap_ev": 8.57, "elements": ["C", "C", "C", "C", "C", "C", "C", "H", "H", "S", "O", "O", "C", "C", "H", "C", "O", "N", "C", "H", "C", "N", "C", "C", "C", "C", "C", "C", "H", "H", "H", "H", "F", "C", "C", "H", "H", "H", "H", "H", "H", "H", "H", "H", "H", "H", "H", "H", "H", "H"], "xyz": [[-8.06, -0.59, 0.52], [-6.64, -0.14, 0.35], [-5.75, -0.19, 1.41], [-4.44, 0.25, 1.25], [-4.04, 0.75, 0.03], [-4.91, 0.81, -1.04], [-6.21, 0.37, -0.88], [-6.91, 0.42, -1.70], [-4.57, 1.23, -1.97], [-2.35, 1.27, -0.21], [-1.70, 1.38, 1.07], [-2.31, 2.42, -1.08], [-1.57, -0.13, -1.09], [-1.55, -1.35, -0.18], [-1.64, -1.02, 0.86], [-0.27, -2.16, -0.37], [-0.28, -3.19, -1.02], [0.85, -1.68, 0.20], [1.02, -0.47, 0.97], [1.42, -0.75, 1.95], [2.04, 0.46, 0.29], [3.28, -0.25, 0.10], [4.47, 0.45, 0.04], [5.70, -0.19, 0.24], [6.91, 0.48, 0.23], [6.93, 1.85, 0.03], [5.73, 2.52, -0.16], [4.53, 1.83, -0.17], [3.62, 2.38, -0.34], [5.73, 3.59, -0.33], [7.86, 2.39, 0.02], [7.81, -0.07, 0.40], [5.74, -1.52, 0.49], [3.10, -1.45, -0.70], [2.11, -2.38, 0.00], [2.51, -2.68, 0.97], [1.91, -3.26, -0.61], [2.70, -1.18, -1.69], [4.04, -1.97, -0.83], [1.62, 0.81, -0.67], [2.20, 1.32, 0.93], [0.09, 0.07, 1.11], [-2.39, -2.01, -0.41], [-2.13, -0.29, -2.01], [-0.57, 0.22, -1.34], [-3.74, 0.24, 2.07], [-6.07, -0.57, 2.36], [-8.41, -1.11, -0.37], [-8.71, 0.27, 0.67], [-8.16, -1.25, 1.37]], "lowdin_charge": [-0.04, -0.26, -0.02, -0.05, -0.29, -0.05, -0.03, 0.12, 0.12, 0.69, -0.33, -0.31, -0.19, -0.12, 0.10, -0.46, 0.06, -0.05, -0.11, 0.14, -0.14, -0.10, -0.17, -0.20, -0.02, -0.10, -0.09, -0.02, 0.10, 0.10, 0.10, 0.12, 0.05, -0.12, -0.11, 0.14, 0.12, 0.14, 0.12, 0.13, 0.13, 0.09, 0.13, 0.11, 0.10, 0.11, 0.12, 0.08, 0.09, 0.08]}

[2]
{"formula": "CF3IS", "method": "wB97M-V/def2-TZVPD", "lumo_energy_ev": -0.742, "homo_ev": -8.9, "fmax_ev_per_a": 4.4, "gap_ev": 8.15, "elements": ["C", "F", "F", "F", "S", "I"], "xyz": [[0.04, 0.15, 0.13], [1.02, -0.65, 0.51], [0.22, 1.42, 0.63], [-0.32, 0.05, -1.13], [-1.87, -0.69, 1.27], [-3.44, -0.04, -0.34]], "lowdin_charge": [-0.65, 0.14, 0.09, 0.08, -0.01, 0.35]}

[3]
{"formula": "C51H125F2N12O10S2V", "method": "wB97M-V/def2-TZVPD", "lumo_energy_ev": [-4.154, -7.366], "spin_multiplicity": 2, "homo_ev": [-9.1, -9.1], "fmax_ev_per_a": 9.6, "charge": 1, "gap_ev": [4.92, 1.71], "elements": ["O", "V", "N", "S", "O", "O", "F", "S", "O", "O", "F", "C", "C", "N", "C", "C", "C", "C", "H", "H", "H", "H", "H", "H", "H", "H", "H", "H", "H", "H", "H", "H", "H", "C", "C", "N", "C", "C", "C", "C", "H", "H", "H", "H", "H", "H", "H", "H", "H", "H", "H", "H", "H", "H", "H", "C", "C", "N", "C", "C", "C", "C", "H", "H", "H", "H", "H", "H", "H", "H", "H", "H", "H", "H", "H", "H", "H", "C", "C", "N", "C", "C", "C", "C", "H", "H", "H", "H", "H", "H", "H", "H", "H", "H", "H", "H", "H", "H", "H", "C", "C", "N", "C", "C", "C", "C", "H", "H", "H", "H", "H", "H", "H", "H", "H", "H", "H", "H", "H", "H", "H", "C", "C", "N", "C", "C", "C", "C", "H", "H", "H", "H", "H", "H", "H", "H", "H", "H", "H", "H", "H", "H", "H", "C", "O", "N", "C", "C", "H", "H", "H", "H", "H", "H", "H", "C", "O", "N", "C", "C", "H", "H", "H", "H", "H", "H", "H", "C", "O", "N", "C", "C", "H", "H", "H", "H", "H", "H", "H", "C", "O", "N", "C", "C", "H", "H", "H", "H", "H", "H", "H", "C", "O", "N", "C", "C", "H", "H", "H", "H", "H", "H", "H"], "xyz": [[-4.37, 6.74, -14.27], [-3.21, 7.83, -14.09], [-0.60, 6.00, -12.27], [0.69, 6.32, -11.17], [1.97, 6.50, -11.86], [0.66, 5.74, -9.84], [0.25, 7.83, -10.82], [-0.15, 4.51, -12.34], [-0.26, 3.60, -11.19], [0.87, 4.17, -13.37], [-1.42, 4.03, -13.16], [8.27, 0.32, -7.03], [6.79, 0.14, -6.81], [6.20, 1.19, -5.95], [4.73, 1.24, -6.10], [4.32, 1.73, -7.43], [6.56, 0.90, -4.56], [6.44, 2.18, -3.63], [8.54, 1.34, -7.27], [8.66, -0.29, -7.84], [8.96, 0.12, -6.21], [6.39, 0.23, -7.82], [6.58, -0.85, -6.39], [4.23, 1.81, -5.32], [4.36, 0.23, -5.89], [4.58, 0.95, -8.15], [4.76, 2.69, -7.69], [3.24, 1.88, -7.49], [6.02, 0.08, -4.08], [7.62, 0.65, -4.49], [5.43, 2.59, -3.51], [6.81, 1.99, -2.63], [6.99, 3.00, -4.10], [5.05, 8.02, -16.96], [5.29, 7.45, -18.38], [6.68, 7.67, -18.85], [7.75, 7.19, -17.95], [7.70, 5.64, -17.74], [6.73, 9.11, -19.21], [8.08, 9.51, -19.87], [4.93, 9.11, -17.02], [5.74, 7.76, -16.16], [4.10, 7.57, -16.68], [5.25, 6.36, -18.36], [4.52, 7.66, -19.12], [8.74, 7.40, -18.35], [7.74, 7.70, -16.99], [7.79, 5.14, -18.71], [8.52, 5.33, -17.10], [6.73, 5.39, -17.32], [6.55, 9.83, -18.42], [5.99, 9.23, -20.01], [8.34, 8.86, -20.71], [8.94, 9.52, -19.19], [8.00, 10.54, -20.20], [6.28, -0.99, -13.71], [4.90, -1.60, -13.35], [4.39, -2.71, -14.19], [4.28, -2.23, -15.61], [3.27, -1.14, -15.84], [5.32, -3.86, -14.14], [5.38, -4.62, -12.82], [7.09, -1.67, -13.98], [6.56, -0.27, -12.94], [6.16, -0.37, -14.60], [4.78, -1.81, -12.29], [4.27, -0.72, -13.45], [5.28, -1.96, -15.95], [4.00, -3.06, -16.25], [2.97, -0.99, -16.88], [2.38, -1.39, -15.27], [3.65, -0.24, -15.35], [6.30, -3.54, -14.50], [5.09, -4.54, -14.95], [6.11, -5.43, -12.85], [4.46, -5.06, -12.43], [5.78, -4.00, -12.01], [-6.15, -1.47, -4.51], [-5.57, -0.53, -3.47], [-4.77, 0.64, -3.98], [-4.37, 1.49, -2.85], [-5.27, 2.74, -3.05], [-3.71, 0.23, -4.92], [-2.92, 1.45, -5.45], [-6.65, -1.00, -5.36], [-6.92, -2.11, -4.07], [-5.34, -2.08, -4.90], [-6.48, -0.19, -2.97], [-4.94, -1.03, -2.74], [-4.46, 1.05, -1.86], [-3.37, 1.88, -3.04], [-6.30, 2.38, -2.99], [-5.09, 3.51, -2.30], [-5.05, 3.32, -3.95], [-4.27, -0.15, -5.78], [-3.06, -0.56, -4.55], [-2.35, 1.06, -6.30], [-2.16, 1.83, -4.77], [-3.54, 2.25, -5.85], [-8.83, -3.38, -13.92], [-7.38, -3.59, -14.42], [-6.31, -3.39, -13.42], [-4.97, -3.64, -13.97], [-4.44, -2.34, -14.61], [-6.52, -4.22, -12.14], [-6.41, -5.73, -12.36], [-9.02, -4.35, -13.46], [-9.44, -3.12, -14.78], [-9.01, -2.56, -13.23], [-7.39, -4.56, -14.90], [-7.21, -2.88, -15.22], [-4.95, -4.55, -14.57], [-4.39, -3.86, -13.07], [-4.95, -2.07, -15.54], [-3.38, -2.52, -14.78], [-4.58, -1.54, -13.89], [-5.83, -3.84, -11.38], [-7.51, -3.93, -11.78], [-5.41, -5.98, -12.71], [-6.56, -6.34, -11.47], [-7.17, -6.06, -13.07], [-0.14, 7.35, -1.00], [1.19, 7.03, -1.77], [1.50, 8.01, -2.81], [2.88, 7.78, -3.36], [3.98, 7.85, -2.25], [0.42, 8.01, -3.79], [0.46, 9.33, -4.49], [-0.26, 8.43, -0.93], [-0.06, 7.01, 0.03], [-1.02, 6.92, -1.49], [1.96, 7.05, -1.00], [1.16, 6.03, -2.20], [2.91, 6.85, -3.93], [3.13, 8.54, -4.10], [4.94, 8.00, -2.73], [3.75, 8.74, -1.66], [3.96, 6.95, -1.64], [-0.58, 7.79, -3.42], [0.58, 7.26, -4.56], [1.32, 9.33, -5.16], [0.66, 10.18, -3.84], [-0.43, 9.54, -5.09], [10.20, 6.54, -9.47], [10.97, 6.46, -10.44], [8.85, 6.26, -9.55], [8.04, 6.34, -8.35], [8.22, 5.85, -10.79], [10.52, 6.73, -8.44], [7.28, 7.12, -8.42], [8.62, 6.53, -7.45], [7.59, 5.36, -8.18], [8.91, 5.69, -11.62], [7.59, 5.01, -10.49], [7.51, 6.65, -10.99], [-4.69, 9.61, -8.96], [-4.21, 9.20, -10.05], [-4.79, 8.87, -7.81], [-5.33, 9.40, -6.55], [-4.37, 7.48, -7.78], [-5.16, 10.61, -8.86], [-5.49, 10.47, -6.65], [-4.66, 9.18, -5.72], [-6.30, 9.01, -6.27], [-3.55, 7.32, -7.08], [-5.22, 7.02, -7.27], [-4.09, 6.98, -8.71], [-8.14, 2.94, -10.94], [-7.41, 3.86, -11.19], [-7.72, 1.80, -10.41], [-8.68, 0.85, -9.81], [-6.35, 1.61, -10.02], [-9.24, 3.07, -10.94], [-9.61, 0.91, -10.37], [-8.81, 1.03, -8.74], [-8.24, -0.13, -9.98], [-6.15, 1.80, -8.96], [-6.11, 0.58, -10.29], [-5.64, 2.19, -10.62], [0.91, 12.02, -14.81], [0.16, 11.33, -14.10], [2.01, 12.69, -14.51], [2.81, 13.38, -15.51], [2.64, 12.49, -13.18], [0.83, 12.08, -15.90], [2.36, 13.59, -16.49], [3.68, 12.73, -15.63], [3.15, 14.32, -15.09], [2.00, 12.31, -12.32], [3.21, 11.57, -13.29], [3.19, 13.42, -12.98], [-0.94, 6.82, -19.26], [-1.23, 6.82, -18.05], [-0.60, 5.74, -19.99], [-0.42, 5.89, -21.45], [-0.36, 4.38, -19.46], [-0.99, 7.77, -19.81], [-0.60, 6.91, -21.80], [-1.15, 5.24, -21.93], [0.58, 5.71, -21.85], [0.68, 4.10, -19.63], [-0.61, 4.25, -18.40], [-0.92, 3.67, -20.06]], "lowdin_charge": [-0.31, 1.24, -0.29, 0.55, -0.29, -0.30, -0.23, 0.44, -0.30, -0.32, -0.23, -0.10, -0.25, -0.18, -0.29, -0.10, -0.24, -0.09, 0.08, 0.07, 0.06, 0.10, 0.12, 0.10, 0.11, 0.07, 0.08, 0.08, 0.11, 0.10, 0.04, 0.06, 0.06, -0.08, -0.24, -0.19, -0.25, -0.07, -0.25, -0.10, 0.06, 0.07, 0.07, 0.09, 0.11, 0.10, 0.10, 0.07, 0.07, 0.05, 0.10, 0.11, 0.07, 0.06, 0.06, -0.09, -0.25, -0.16, -0.28, -0.09, -0.27, -0.09, 0.06, 0.07, 0.06, 0.10, 0.09, 0.10, 0.11, 0.08, 0.08, 0.06, 0.09, 0.11, 0.07, 0.07, 0.06, -0.10, -0.25, -0.21, -0.24, -0.09, -0.24, -0.09, 0.08, 0.07, 0.07, 0.11, 0.11, 0.11, 0.09, 0.07, 0.05, 0.06, 0.10, 0.11, 0.07, 0.06, 0.07, -0.09, -0.27, -0.18, -0.28, -0.08, -0.22, -0.09, 0.06, 0.07, 0.07, 0.10, 0.10, 0.11, 0.10, 0.06, 0.07, 0.07, 0.10, 0.09, 0.06, 0.07, 0.07, -0.04, -0.17, 0.04, -0.15, -0.04, -0.20, -0.06, 0.09, 0.09, 0.08, 0.11, 0.16, 0.15, 0.12, 0.09, 0.09, 0.08, 0.13, 0.16, 0.08, 0.09, 0.10, -0.30, -0.02, -0.22, -0.08, -0.03, 0.13, 0.09, 0.08, 0.08, 0.09, 0.09, 0.09, -0.29, -0.05, -0.20, -0.06, -0.04, 0.13, 0.08, 0.08, 0.09, 0.08, 0.09, 0.10, -0.39, 0.02, -0.20, -0.04, -0.05, 0.14, 0.09, 0.09, 0.08, 0.09, 0.09, 0.09, -0.37, -0.02, -0.20, -0.05, -0.02, 0.13, 0.09, 0.09, 0.09, 0.09, 0.10, 0.08, -0.34, -0.04, -0.17, -0.05, -0.02, 0.13, 0.08, 0.09, 0.09, 0.09, 0.09, 0.08]}

[4]
{"formula": "C5H13NS", "method": "wB97M-V/def2-TZVPD", "lumo_energy_ev": [3.226, 3.160], "spin_multiplicity": 2, "homo_ev": [1.0, -5.1], "fmax_ev_per_a": 2.5, "charge": -1, "gap_ev": [2.23, 8.28], "elements": ["C", "N", "C", "C", "C", "S", "C", "H", "H", "H", "H", "H", "H", "H", "H", "H", "H", "H", "H", "H"], "xyz": [[-0.93, -2.31, -1.29], [-0.41, -0.92, -1.30], [0.81, -0.82, -0.48], [0.83, 0.60, 0.15], [-0.07, 0.71, 1.38], [-1.12, 2.16, 1.29], [2.11, -1.09, -1.24], [-0.16, -2.97, -1.66], [-1.35, -2.62, -0.34], [-1.70, -2.29, -2.07], [-1.12, -0.39, -0.80], [0.63, -1.38, 0.45], [1.82, 0.92, 0.47], [0.68, 1.34, -0.64], [-0.65, -0.19, 1.59], [0.54, 0.72, 2.28], [-1.85, 2.05, 2.44], [2.07, -2.02, -1.79], [2.45, -0.13, -1.61], [2.84, -1.31, -0.44]], "lowdin_charge": [-0.15, -0.09, -0.46, -0.33, -0.74, 0.19, -0.06, 0.06, 0.06, 0.07, 0.08, 0.12, 0.10, 0.09, 0.04, 0.04, -0.24, 0.06, 0.07, 0.07]}

[5]
{"formula": "C5H9N2O", "method": "wB97M-V/def2-TZVPD", "lumo_energy_ev": -4.087, "homo_ev": -13.9, "smiles": "[NH3+][C@@H]1C(=O)N2CC[C@@H]12", "fmax_ev_per_a": 6.4, "charge": 1, "gap_ev": 9.86, "elements": ["C", "C", "C", "C", "C", "N", "N", "O", "H", "H", "H", "H", "H", "H", "H", "H", "H"], "xyz": [[1.08, -1.17, -0.36], [-1.44, 0.29, -1.05], [-0.57, -0.34, -2.19], [0.48, -0.49, 0.81], [-0.13, 0.49, -0.32], [0.64, -0.25, -1.31], [1.54, -0.09, 1.74], [2.00, -1.94, -0.33], [-2.00, 1.08, -1.29], [-2.03, -0.45, -0.55], [-0.89, -1.45, -2.47], [-0.42, 0.22, -2.99], [-0.41, -0.96, 1.44], [0.16, 1.45, -0.11], [2.22, -0.92, 1.70], [1.23, 0.07, 2.77], [2.02, 0.81, 1.29]], "lowdin_charge": [-0.43, -0.03, -0.02, -0.16, -0.19, 0.06, 0.19, 0.15, 0.07, 0.11, 0.18, 0.06, 0.22, 0.12, 0.20, 0.22, 0.24]}

[6]
{"formula": "C5H12O5", "method": "wB97M-V/def2-TZVPD", "lumo_energy_ev": 0.522, "homo_ev": -8.5, "smiles": "OC[C@@H](O)[C@H](O)[C@@H](O)CO", "fmax_ev_per_a": 18.9, "gap_ev": 8.99, "elements": ["O", "C", "H", "C", "O", "H", "C", "O", "H", "C", "O", "H", "H", "C", "H", "H", "O", "H", "H", "H", "H", "H"], "xyz": [[-2.90, -0.22, -0.22], [-2.12, 0.45, 0.71], [-2.15, 0.01, 1.64], [-0.75, 0.68, 0.28], [-0.74, 1.00, -1.17], [-1.60, 0.71, -1.41], [-0.05, -0.71, 0.64], [-0.72, -1.67, -0.11], [-0.11, -2.39, -0.17], [1.40, -0.54, -0.31], [1.88, -1.59, -0.19], [2.70, -1.68, -0.73], [1.15, -0.45, -1.46], [2.35, 0.65, 0.28], [2.53, 0.36, 1.17], [3.21, 0.44, -0.19], [1.89, 1.72, 0.21], [1.29, 1.93, -0.56], [0.37, -0.60, 1.48], [-0.40, 1.53, 1.06], [-2.83, 1.42, 0.73], [-2.63, -0.99, -0.25]], "lowdin_charge": [0.04, -0.25, 0.10, -0.27, -0.01, 0.05, -0.16, 0.03, 0.09, -0.44, 0.06, 0.18, 0.18, -0.41, 0.08, 0.09, 0.07, 0.16, 0.08, 0.20, 0.18, -0.07]}

[7]
{"formula": "C4H5FO", "method": "wB97M-V/def2-TZVPD", "lumo_energy_ev": 0.664, "homo_ev": -9.8, "smiles": "C=C[C@@H](F)C=O", "fmax_ev_per_a": 2.1, "gap_ev": 10.50, "elements": ["C", "C", "C", "C", "H", "H", "H", "H", "H", "O", "F"], "xyz": [[-0.22, -0.39, 0.62], [0.32, 0.79, -0.05], [-0.47, 1.50, -0.83], [0.56, -1.67, 0.20], [-0.09, -0.31, 1.70], [1.32, 1.14, 0.25], [-0.15, 2.48, -1.11], [-1.41, 1.17, -1.24], [1.69, -1.41, 0.08], [0.04, -2.74, 0.05], [-1.59, -0.56, 0.34]], "lowdin_charge": [-0.30, -0.15, 0.04, -0.20, 0.15, 0.12, 0.05, 0.07, 0.15, 0.08, -0.02]}

[8]
{"formula": "C18H12O4", "method": "wB97M-V/def2-TZVPD", "lumo_energy_ev": -1.621, "homo_ev": -8.9, "smiles": "C#CCc1ccc2c(c1)C(=O)c1ccc(COO)cc1C2=O", "fmax_ev_per_a": 9.6, "gap_ev": 7.27, "elements": ["C", "C", "C", "C", "C", "C", "C", "C", "C", "C", "O", "C", "C", "C", "C", "C", "O", "O", "C", "C", "C", "O", "H", "H", "H", "H", "H", "H", "H", "H", "H", "H", "H", "H"], "xyz": [[7.55, -0.67, 0.16], [6.30, -1.35, 0.28], [4.94, -2.09, 0.81], [3.60, -1.52, 0.05], [3.58, -0.42, -1.17], [2.18, 0.12, -1.92], [0.77, -0.51, -1.37], [0.72, -1.63, -0.12], [2.14, -2.11, 0.58], [-0.77, -2.19, 0.40], [-0.98, -3.47, 0.71], [-1.95, -1.00, 0.49], [-3.06, -0.90, 1.69], [-4.13, 0.39, 1.61], [-4.08, 1.52, 0.40], [-5.09, 2.83, 0.33], [-4.31, 3.89, -0.38], [-3.33, 4.32, 0.39], [-2.97, 1.34, -0.81], [-1.91, 0.09, -0.77], [-0.74, -0.09, -1.95], [-1.01, 0.06, -3.26], [8.50, -0.18, -0.37], [5.05, -3.24, 0.53], [4.84, -2.06, 2.00], [4.62, 0.01, -1.52], [2.21, 0.93, -2.78], [2.03, -2.88, 1.47], [-3.10, -1.67, 2.58], [-4.95, 0.51, 2.46], [-5.21, 3.20, 1.45], [-6.13, 2.61, -0.18], [-2.46, 4.04, -0.08], [-2.86, 2.10, -1.72]], "lowdin_charge": [0.05, -0.11, -0.20, -0.14, 0.00, 0.02, -0.03, -0.02, 0.04, -0.20, -0.03, -0.03, 0.01, 0.00, -0.09, -0.12, -0.25, -0.08, 0.04, -0.02, -0.20, -0.03, 0.06, 0.13, 0.13, 0.08, 0.11, 0.11, 0.10, 0.10, 0.14, 0.15, 0.14, 0.12]}

Question: Which formula does entry 7 have?
Answer: C4H5FO

Question: Which formula does entry 7 have?
Answer: C4H5FO